A molecular structure, C24H15Cl5N3O8OsS, computed with wB97M-V/def2-TZVPD.

Relative energy (zero: lowest compared OMol25 entry of this formula, charge and spin): 0.000 eV
Multiplicity: 5
Calculated total energy: -4479.2565 a.u.
E_LUMO (alpha / beta): -3.8 / -5.1 eV
Net charge: +1
F_max: 0.78 eV/Å

XYZ file:
```
57
C24H15Cl5N3O8OsS | the OMol25 dataset | wB97M-V/def2-TZVPD
Os 0.57 0.47 -0.64
O 0.23 -0.82 -2.29
C 1.06 -1.20 -3.13
C 2.42 -0.78 -3.21
C 3.24 -1.42 -4.16
C 4.55 -1.03 -4.28
C 5.09 0.00 -3.50
C 4.30 0.64 -2.58
C 2.96 0.26 -2.41
O 2.25 0.92 -1.52
N 5.40 -1.71 -5.27
O 6.55 -1.33 -5.35
O 4.90 -2.61 -5.90
H 0.71 -1.92 -3.87
H 2.85 -2.21 -4.79
H 6.12 0.27 -3.65
H 4.69 1.44 -1.97
Cl 0.78 0.86 2.72
C 0.66 2.31 1.79
C 0.60 2.22 0.40
C 0.51 3.41 -0.32
Cl 0.29 3.34 -2.03
C 0.52 4.66 0.30
Cl 0.41 6.10 -0.61
C 0.60 4.71 1.70
Cl 0.62 6.23 2.49
C 0.67 3.54 2.45
Cl 0.77 3.61 4.16
O -1.76 1.14 -1.12
C -2.02 0.33 -0.23
O -0.98 -0.29 0.33
C -3.36 0.01 0.24
C -3.56 -0.95 1.24
C -4.84 -1.27 1.69
C -5.88 -0.59 1.11
O -7.20 -0.72 1.37
C -7.87 0.20 0.50
O -6.89 0.87 -0.28
C -5.69 0.37 0.11
C -4.44 0.70 -0.35
H -2.70 -1.45 1.66
H -5.01 -2.00 2.46
H -8.41 0.93 1.11
H -8.54 -0.36 -0.15
H -4.28 1.43 -1.12
S 2.00 -1.65 0.18
C 1.76 -2.04 1.83
N 0.78 -2.80 2.29
C 0.86 -3.01 3.73
C 2.09 -2.15 4.12
N 2.54 -1.65 2.83
H 0.12 -3.25 1.67
H 1.01 -4.06 3.97
H -0.05 -2.67 4.22
H 2.87 -2.74 4.60
H 1.82 -1.32 4.78
H 3.29 -0.99 2.69
```

A gas-phase ion, C22H30NO3 (charge +1), computed with wB97M-V/def2-TZVPD.

Relative energy (zero: lowest compared OMol25 entry of this formula, charge and spin): 1.007 eV
Calculated total energy: -1136.5653 a.u.
E_LUMO: -2.0 eV
Net charge: +1
F_max: 0.88 eV/Å
SMILES: C[C@@H]1C[N@H+](CCCCOc2cccc(Oc3ccccc3)c2)C[C@H](C)O1

XYZ file:
```
56
C22H30NO3 | the OMol25 dataset | wB97M-V/def2-TZVPD
C 4.90 1.67 1.71
C 3.58 1.26 1.07
C 3.82 0.45 -0.22
N 2.53 0.13 -0.85
C 2.62 -0.74 -2.05
C 3.24 -2.11 -1.78
C 2.76 -2.85 -0.52
C 1.26 -2.80 -0.25
O 0.99 -1.60 0.47
C -0.35 -1.41 0.84
C -0.82 -1.93 2.03
C -2.13 -1.67 2.40
C -2.96 -0.91 1.60
C -2.49 -0.41 0.39
O -3.20 0.39 -0.44
C -4.58 0.43 -0.36
C -5.20 1.67 -0.38
C -6.58 1.76 -0.38
C -7.34 0.60 -0.36
C -6.73 -0.64 -0.34
C -5.35 -0.73 -0.35
C -1.17 -0.66 0.01
C 1.80 1.38 -1.12
C 1.59 2.15 0.20
C 0.87 3.47 -0.04
O 2.85 2.42 0.78
H 4.69 2.25 2.60
H 5.48 0.80 1.98
H 5.47 2.29 1.02
H 3.00 0.62 1.76
H 4.37 -0.46 0.01
H 4.41 1.06 -0.92
H 1.94 -0.44 -0.17
H 1.61 -0.86 -2.43
H 3.21 -0.22 -2.81
H 4.33 -2.04 -1.74
H 3.00 -2.72 -2.66
H 3.27 -2.46 0.37
H 3.06 -3.89 -0.63
H 0.67 -2.83 -1.17
H 0.97 -3.65 0.37
H -0.16 -2.51 2.66
H -2.50 -2.06 3.34
H -3.97 -0.70 1.91
H -4.58 2.56 -0.41
H -7.05 2.72 -0.40
H -8.42 0.67 -0.35
H -7.32 -1.54 -0.33
H -4.86 -1.70 -0.35
H -0.82 -0.27 -0.93
H 0.83 1.16 -1.57
H 2.38 1.99 -1.81
H 1.00 1.52 0.88
H -0.12 3.29 -0.45
H 1.45 4.09 -0.73
H 0.78 4.00 0.90
```

A molecular structure, C17H17Cl3N4O6S5W, computed with wB97M-V/def2-TZVPD.

Relative energy (zero: lowest compared OMol25 entry of this formula, charge and spin): 0.000 eV
Calculated total energy: -4767.1430 a.u.
E_LUMO: -2.5 eV
Net charge: 0
F_max: 0.81 eV/Å

XYZ file:
```
53
C17H17Cl3N4O6S5W | the OMol25 dataset | wB97M-V/def2-TZVPD
W 0.97 2.95 0.77
S 0.86 4.39 -0.90
S 0.23 6.38 -0.31
S 1.09 6.47 1.50
S 0.52 4.52 2.25
O -1.86 -3.96 1.38
S -3.25 -4.36 1.52
O -3.75 -4.36 2.88
O -3.66 -5.46 0.68
C -4.13 -2.91 0.82
N -5.29 -3.05 0.17
C -5.82 -1.95 -0.35
C -5.21 -0.70 -0.28
C -4.04 -0.66 0.46
N -3.53 -1.75 1.02
C -3.14 0.50 0.62
C -2.98 1.49 -0.34
C -1.89 2.34 -0.25
N -1.03 2.27 0.79
C -1.29 1.42 1.80
C -2.31 0.51 1.74
H -6.77 -2.07 -0.87
H -5.65 0.17 -0.74
H -3.61 1.53 -1.21
H -1.66 3.05 -1.02
H -0.59 1.43 2.63
H -2.43 -0.24 2.51
Cl 6.27 1.99 -0.02
C 4.88 2.87 0.59
Cl 4.13 3.80 -0.71
Cl 5.36 3.95 1.91
C 3.82 1.89 1.15
O 4.04 0.72 1.26
O 2.69 2.48 1.53
O 1.03 0.83 0.42
C 1.20 -0.13 -0.39
C 1.54 0.12 -1.83
C 2.66 -0.77 -2.45
C 3.45 -1.60 -1.44
C 2.70 -2.85 -0.98
C 1.22 -2.56 -0.74
N 1.04 -1.35 0.06
H 1.81 1.17 -1.90
H 0.60 0.02 -2.39
H 3.33 -0.10 -2.98
H 2.23 -1.43 -3.20
H 3.72 -0.98 -0.58
H 4.40 -1.90 -1.89
H 3.16 -3.24 -0.07
H 2.76 -3.63 -1.74
H 0.73 -3.38 -0.22
H 0.68 -2.43 -1.68
H 0.81 -1.44 1.04
```

A molecular structure, C10H20Cl12O in a non-equilibrium geometry, computed with wB97M-V/def2-TZVPD.

Relative energy (zero: lowest compared OMol25 entry of this formula, charge and spin): 10.405 eV
Calculated total energy: -5990.1507 a.u.
E_LUMO: 0.1 eV
Net charge: 0
F_max: 6.20 eV/Å

XYZ file:
```
43
C10H20Cl12O | the OMol25 dataset | wB97M-V/def2-TZVPD
C -1.85 -1.21 -2.67
C -2.01 -2.10 -1.47
C -0.69 -2.09 -0.72
O 0.16 -1.19 -1.43
C -0.32 -1.11 -2.81
H -2.26 -0.21 -2.52
H -2.32 -1.57 -3.58
H -2.18 -3.10 -1.85
H -2.87 -1.74 -0.90
H -0.20 -3.06 -0.70
H -0.79 -1.75 0.31
H 0.04 -1.89 -3.48
H 0.03 -0.17 -3.26
C 0.28 0.36 0.65
Cl 0.28 -0.78 2.04
Cl -0.32 1.99 1.04
H 1.32 0.43 0.33
H -0.39 -0.02 -0.12
C -1.29 2.02 -1.75
Cl -2.63 2.80 -2.66
Cl -2.01 0.80 -0.67
H -0.54 1.53 -2.37
H -0.72 2.72 -1.14
C -1.32 3.07 3.21
Cl -2.77 2.32 3.94
Cl 0.15 2.27 3.84
H -1.38 3.11 2.13
H -1.40 4.11 3.53
C 2.10 0.20 -2.20
Cl 3.80 0.42 -1.91
Cl 1.07 1.43 -1.44
H 1.79 -0.03 -3.22
H 1.86 -0.74 -1.70
C -0.53 -0.27 4.47
Cl 0.55 0.12 5.79
Cl -1.20 -1.93 4.45
H -1.39 0.41 4.47
H 0.00 0.00 3.56
C 4.00 -1.04 0.01
Cl 5.28 -1.99 0.79
Cl 2.84 -0.37 1.19
H 4.49 -0.18 -0.45
H 3.38 -1.56 -0.72
```